Entry 1:
Formula: C47H55GeN4S2Se2Sn
Source: the Open Molecules 2025 dataset
Level of theory: ωB97M-V/def2-TZVPD

```
112
Properties=species:S:1:pos:R:3:forces:R:3
Sn -1.792798 -3.800630 1.920687 -0.352 -0.863 0.566
S -4.911269 -4.262834 -3.404350 -0.094 -0.352 0.007
C -5.151032 -4.494613 -5.093367 -2.060 0.243 0.212
C -4.081304 -5.041185 -5.705651 1.938 -0.221 0.175
C -3.054350 -5.342239 -4.761028 1.160 0.782 -0.086
C -3.337107 -4.953590 -3.458422 0.440 -0.717 -0.354
C -2.418720 -5.181510 -2.319710 1.209 -0.150 -0.891
C -2.614865 -4.690731 -1.011098 -1.101 -0.494 -0.314
N -1.774606 -4.915465 -0.017626 2.541 -0.107 0.132
C -0.543345 -5.598287 -0.217686 -2.186 0.263 -1.517
C -0.280389 -6.186639 -1.502589 -1.177 0.630 0.620
C 0.890046 -7.004683 -1.633963 2.292 0.777 0.029
C 1.847061 -6.992364 -0.610019 -1.875 -1.041 -0.611
C 1.441368 -6.614259 0.719526 0.841 -0.163 0.617
C 2.184496 -6.958267 1.890838 -0.368 0.769 0.513
C 1.761317 -6.530770 3.158008 -1.395 0.790 -2.187
C 0.538292 -5.741884 3.202242 1.147 -1.379 0.185
N -0.089087 -5.370818 2.118499 -0.942 0.021 -0.395
C 0.275175 -5.873795 0.903567 0.350 0.666 -0.305
C 2.507417 -6.727369 4.334734 0.800 -0.840 3.010
C 2.261737 -6.177801 5.597660 1.358 0.290 -0.341
C 3.338481 -6.513032 6.522017 -2.015 0.822 2.415
C 4.164155 -7.492302 6.103507 0.034 -0.362 -1.100
S 3.854672 -7.846196 4.458695 -0.296 0.073 -0.585
C -1.228810 -5.925738 -2.554032 -0.764 -0.354 2.142
H -6.195236 -4.319286 -5.455068 1.354 0.158 0.091
H -3.780961 -5.122940 -6.752701 -1.065 -0.189 0.174
H -2.026094 -5.633595 -5.104579 -1.289 0.041 0.431
H -3.611150 -4.282737 -0.737724 0.850 0.101 -0.194
H 1.154287 -7.438762 -2.627142 -0.325 0.403 0.947
H 2.835701 -7.435752 -0.698076 -0.295 -0.129 -0.278
H 3.110709 -7.531164 1.869622 -0.198 0.091 -0.461
H 0.039680 -5.611006 4.155614 0.211 0.670 0.007
H 1.400704 -5.506405 5.815543 1.044 -0.526 0.005
H 3.373873 -6.157627 7.606096 -0.197 -0.427 -1.749
H 4.889003 -8.113966 6.632588 -0.122 0.619 -0.116
H -1.183251 -6.535254 -3.436063 0.381 0.176 -0.457
C -3.610482 0.989870 1.177410 2.826 -0.591 -1.088
C -2.606751 2.179426 1.591340 -2.808 0.026 0.221
C -3.146656 3.562292 1.012513 0.512 -0.712 -0.142
C -2.893049 3.957204 -0.483003 0.637 -1.107 -0.046
N -1.538384 4.510953 -0.786797 1.664 -0.195 -0.996
C -0.374679 3.848472 -1.156249 -0.688 0.633 -0.535
Se -0.251337 1.967211 -1.616523 0.124 0.322 0.285
N 0.660887 4.730766 -1.377140 -1.768 -0.527 1.505
C 2.097922 4.333633 -1.194342 0.218 -0.461 -1.309
C 2.458810 3.956286 0.236054 -0.639 0.709 0.999
C 2.649838 5.187776 1.254189 -1.090 -1.729 -0.516
C 3.983555 5.861535 1.044463 0.372 -0.114 -0.301
C 0.117924 6.013327 -1.122481 0.131 -0.661 -1.015
C 0.723414 7.227888 -1.229623 -1.234 2.834 0.281
C -0.118588 8.366318 -0.957775 0.483 -1.586 0.054
C -1.436809 8.184545 -0.494131 -1.445 0.891 0.579
C -2.046379 6.910289 -0.380857 1.057 1.031 -0.567
C -1.257830 5.897049 -0.858783 0.874 -1.810 1.471
H -3.274450 0.022132 1.701887 -0.784 1.407 -0.580
H -3.415467 0.805049 0.075216 -0.469 0.046 1.019
H -4.674201 1.189516 1.293960 0.201 0.111 0.379
H -1.596650 2.015541 1.259830 0.459 -0.383 -0.114
H -2.642294 2.164922 2.716950 0.302 0.579 -1.083
H -2.819365 4.369448 1.676597 -0.151 0.037 -0.232
H -4.232942 3.516194 1.010561 -0.163 0.072 0.529
H -3.701182 4.657963 -0.768684 0.932 -0.024 -0.072
H -2.961778 3.101156 -1.179518 -0.279 0.145 0.516
H 2.759833 5.098210 -1.668271 -0.722 -0.340 0.575
H 2.226861 3.428262 -1.818205 -0.099 0.488 0.184
H 3.416852 3.431384 0.237236 0.047 0.003 -0.272
H 1.707116 3.171839 0.581225 0.742 1.193 -0.200
H 2.546900 4.664969 2.228955 0.156 0.892 -0.207
H 1.852767 5.941474 1.135840 0.006 -0.522 0.192
H 4.783216 5.116590 1.209451 -0.082 0.652 0.201
H 4.096319 6.780438 1.657353 0.129 -0.758 -0.302
H 4.062619 6.147018 -0.017987 0.076 0.146 0.330
H 1.734323 7.419311 -1.543989 0.245 -0.295 0.041
H 0.295249 9.370377 -1.069220 -0.205 -0.362 0.097
H -2.053111 9.092365 -0.189787 1.032 -1.287 -0.469
H -2.995909 6.621459 0.055563 -0.118 0.800 -0.146
C 1.590173 0.064805 5.423298 -1.197 -0.446 -1.028
Ge 2.111552 -0.095104 3.528215 -0.674 0.793 0.797
C 1.018389 1.234517 2.603499 1.071 0.896 0.338
C 4.064415 -0.072005 3.323772 -0.364 0.187 -0.140
C 1.419229 -1.779799 2.736503 -0.517 -0.215 -1.076
Se -0.246395 -1.514786 1.497055 1.174 -0.365 0.198
C 0.352692 -1.740576 -0.389059 0.089 -0.238 0.344
H 0.626430 -0.401808 5.751572 0.893 0.356 -0.415
H 1.533929 1.122402 5.563690 -0.347 0.863 0.195
H 2.391830 -0.231113 6.030982 0.990 -0.788 0.998
H 0.858379 1.000787 1.545267 0.293 0.564 0.095
H 1.496414 2.224238 2.831588 -0.430 -0.695 -0.777
H 0.062259 1.272537 3.093154 -0.562 -0.141 0.216
H 4.578536 0.841629 2.979735 -0.576 -0.323 0.139
H 4.212666 -0.857340 2.603243 0.578 -0.306 -0.437
H 4.513936 -0.392496 4.257051 0.055 -0.011 0.151
H 1.086003 -2.505276 3.479327 0.123 -0.109 -0.184
H 2.226045 -2.163251 2.101415 -0.434 -0.421 0.016
H 0.994199 -0.877721 -0.666454 -0.671 -0.575 0.058
H -0.597980 -1.839659 -0.947076 0.586 0.491 0.124
H 0.884051 -2.692472 -0.495883 0.067 0.316 0.103
C 0.282721 1.953699 -3.597922 0.224 -0.168 0.482
C -0.720028 2.684467 -4.403995 -0.857 1.574 -0.318
C -0.314209 3.859318 -5.104629 0.876 -2.108 0.861
C -1.175528 4.449549 -5.985785 -0.570 0.929 -0.772
C -2.520868 4.043906 -6.054749 0.193 -0.420 -0.073
C -2.952726 2.892984 -5.352438 1.875 1.775 0.195
C -2.084009 2.288394 -4.458180 1.721 0.923 -0.884
H 0.242262 0.851486 -3.798847 0.201 0.904 0.347
H 1.320752 2.348937 -3.737939 -0.943 -0.450 0.289
H 0.734503 4.198272 -4.986284 -0.727 -0.231 -0.321
H -0.736661 5.208083 -6.665358 -0.827 -0.182 0.665
H -3.231829 4.650042 -6.626725 0.335 -0.561 -0.094
H -3.915111 2.512359 -5.470335 -1.594 -0.277 -0.047
H -2.425932 1.576032 -3.759484 -0.371 -1.168 0.357
```
Positions in Å, forces in eV/Å.

2S+1 ... 1
LUMO energy ... -8.234 eV
Total charge ... +3
Highest occupied orbital energy ... -14.35 eV
Largest force on an atom ... 0.0632 hartree/bohr



Entry 2:
Formula: C27H28FIN8O4S2Y
Source: the Open Molecules 2025 dataset
Level of theory: ωB97M-V/def2-TZVPD

```
72
Properties=species:S:1:pos:R:3:forces:R:3
Y 0.799666 0.946029 1.614421 0.293 -0.831 0.075
C 3.302949 -3.234095 -1.528747 0.812 0.910 0.940
N 2.786737 -1.858370 -1.806704 -0.569 0.877 1.663
C 2.349382 -1.431619 -3.040951 0.485 -3.031 -2.018
C 2.062261 -0.161354 -3.023685 -0.554 2.383 0.007
N 2.193753 0.301609 -1.715096 0.525 -0.516 2.156
C 2.631311 -0.835856 -0.868664 -0.590 0.009 -4.282
S 2.798358 -0.997576 0.748333 -0.076 0.256 1.261
C 2.155534 1.679330 -1.353529 0.031 -2.221 0.994
C 2.053863 2.657124 -2.323400 0.925 0.886 0.488
C 2.139143 3.996248 -1.897838 -0.247 -1.406 -0.639
C 2.390523 4.279450 -0.564816 0.487 -0.569 0.644
C 2.602485 3.196368 0.308878 -1.861 0.188 -1.972
N 2.272071 1.911889 -0.016151 1.045 1.881 -1.101
H 4.123054 -3.132555 -0.759396 -0.801 -0.112 -0.971
H 3.645081 -3.663353 -2.466697 0.048 0.179 -0.016
H 2.555178 -3.911977 -1.124227 -0.335 0.307 0.044
H 2.239361 -2.147994 -3.893511 0.346 0.533 0.868
H 1.844706 0.544842 -3.817320 -0.227 -0.684 0.122
H 2.134824 2.356136 -3.359771 -0.362 0.427 0.081
H 2.078651 4.738633 -2.672746 -0.090 0.470 0.091
H 2.453899 5.302323 -0.195755 0.301 -0.302 -0.145
H 2.940657 3.379051 1.284556 0.174 0.061 1.408
O 0.528867 -3.227241 -4.965313 0.293 -2.051 -1.302
S 1.255438 -4.536386 -4.881719 0.664 2.194 1.072
O 2.603937 -4.190389 -4.328669 -0.780 -1.114 -0.642
O 1.242943 -5.561394 -5.927584 -0.521 1.697 1.513
C 0.453633 -5.151381 -3.314320 1.111 0.998 -2.439
N 0.400964 -6.431061 -3.140809 -0.826 -1.249 1.489
C -0.062237 -6.828714 -1.929360 1.407 -0.272 -1.811
C -0.360777 -5.954163 -0.914934 -0.488 0.516 -0.376
C -0.251918 -4.587759 -1.251867 0.847 0.146 -0.122
N 0.161798 -4.169952 -2.482117 -0.844 -0.824 2.440
C -0.385349 -3.438631 -0.289047 -0.429 1.384 -0.219
C -0.183757 -3.415307 1.099322 0.067 -1.408 -0.267
C -0.251640 -2.215469 1.807437 0.391 -0.020 0.163
N -0.538186 -1.023854 1.245769 -0.185 -0.983 -0.600
C -0.806396 -1.062779 -0.092439 0.228 0.393 0.192
C -0.694228 -2.173496 -0.880699 0.052 -1.295 0.787
H -0.000754 -7.905500 -1.863047 -0.552 -0.114 0.637
H -0.742679 -6.408669 -0.013343 0.077 0.587 0.420
H 0.080875 -4.377980 1.611178 -0.279 1.211 -0.325
H 0.022633 -2.215681 2.869160 -0.210 0.110 -0.399
H -1.078979 -0.116540 -0.552780 0.137 -0.086 0.142
H -0.845831 -2.151072 -1.941145 -0.077 0.216 -0.379
F 1.940172 0.534204 3.168178 0.050 0.182 0.585
C -1.419810 4.578118 1.556342 -0.558 0.345 1.484
N -2.370199 3.663311 0.949573 0.071 -0.651 -1.082
C -3.787253 4.008330 1.092031 -0.385 0.784 -0.606
C -1.906579 2.640129 0.176189 -0.355 -0.739 1.405
C -2.851365 1.926433 -0.834028 0.777 1.438 1.670
O -0.722831 2.195767 0.341945 -1.004 0.671 -0.359
H -0.496656 4.032333 1.597978 0.542 0.233 0.218
H -1.761109 4.855077 2.632348 0.626 -0.391 -1.922
H -1.294529 5.474195 0.923602 -0.139 -0.225 0.433
H -4.389856 3.091174 1.077739 0.046 0.475 0.199
H -4.161867 4.718574 0.314998 0.409 -0.710 0.151
H -3.913323 4.609657 2.015310 0.106 -0.877 -0.246
H -2.208347 1.332743 -1.430320 0.412 -0.597 -0.695
H -3.231974 2.752269 -1.427259 -0.723 -0.321 -0.215
H -3.601001 1.282877 -0.341282 0.152 0.591 -0.267
I 1.225532 3.668390 4.120321 -1.278 -1.151 0.239
C -0.579883 2.453414 4.408228 -1.218 -1.134 0.704
C -1.491849 2.761793 5.452104 0.322 0.318 -0.808
C -2.773524 2.176153 5.457279 -0.143 0.764 0.669
C -3.104117 1.211332 4.516261 -0.947 0.188 0.043
C -2.125670 0.897179 3.605143 0.687 -1.103 -0.488
N -0.882724 1.412557 3.584864 0.570 2.052 -0.499
H -1.233658 3.514709 6.192340 -0.091 -0.075 -0.208
H -3.544307 2.567392 6.171256 0.969 -0.618 -0.555
H -4.122405 0.744574 4.445183 1.236 0.563 0.156
H -2.292673 0.126454 2.842817 0.026 0.260 0.322
```
Positions in Å, forces in eV/Å.

2S+1 ... 1
LUMO energy ... -3.465 eV
Total charge ... +1
Energy relative to the best compared isomer or geometry (same formula, charge and spin) ... 0.0 kcal per mole
Highest occupied orbital energy ... -9.82 eV
Largest force on an atom ... 0.0841 hartree/bohr



> Look up the largest force on an atom of the first one.

0.0632 hartree/bohr



> highest occupied orbital energy of number 2 (C27H28FIN8O4S2Y)?

-9.82 eV



> Among the records above, which one has the highest highest occupied orbital energy?

C27H28FIN8O4S2Y